# 1
22
Properties=species:S:1:pos:R:3:forces:R:3 method="wB97M-V/def2-TZVPD" homo_lumo_gap_ev=9.088 e_above_lowest_kcal_mol=61.3 smiles=NCCNCO.O.O homo_ev=-8.75 lumo_ha=0.0123
C 0.528 -1.155 -1.233 -4.3 -0.6 2.4
N 0.289 -1.145 0.315 0.6 -1.8 -3.2
C -0.646 -2.139 0.752 -0.2 0.5 -0.5
O -0.441 -2.210 2.105 1.9 -1.3 3.9
C -0.336 -0.079 -1.838 1.8 2.1 -2.4
N 0.424 1.265 -1.937 -1.9 -1.5 0.1
H 0.044 -2.066 -1.677 0.6 0.2 1.0
H 1.542 -1.280 -1.390 2.1 0.7 -0.8
H 0.229 -0.291 0.839 -0.1 0.6 -0.5
H -1.741 -1.891 0.858 0.5 0.1 -1.2
H -0.567 -3.063 0.056 0.2 1.0 1.5
H 0.512 -2.200 2.502 -2.2 -0.2 -2.1
H -0.780 -0.324 -2.835 1.2 -0.1 0.1
H -1.272 -0.051 -1.348 -0.7 0.5 1.5
H -0.039 1.999 -1.395 0.5 -0.3 0.0
H 1.372 1.087 -1.652 0.1 0.3 0.3
H -0.631 2.468 1.045 -0.8 1.8 -1.7
H -1.868 2.337 0.176 1.2 1.7 -0.1
O -1.120 3.012 0.307 -0.4 -3.6 1.9
H 1.816 2.225 1.451 -0.8 -0.1 0.8
H 1.550 1.435 2.752 -0.1 0.1 -0.1
O 1.136 2.066 2.149 0.8 0.0 -0.9

---

# 2
17
Properties=species:S:1:pos:R:3:forces:R:3 method="wB97M-V/def2-TZVPD" homo_lumo_gap_ev=4.746 e_above_lowest_kcal_mol=537.5 homo_ev=-6.82 lumo_ha=-0.0762
C -2.608 -0.542 -0.927 -0.4 1.5 -0.5
C -1.512 1.204 -0.541 -1.2 -0.9 1.4
C 2.655 -0.282 1.121 2.0 -1.0 0.1
C 1.281 -0.664 1.327 2.0 -1.7 -4.2
O 1.087 -1.774 0.528 -3.2 -1.6 0.3
C 1.583 0.674 0.370 3.7 2.3 2.8
C -1.002 0.945 0.567 -1.6 1.1 -0.9
H -2.750 -1.629 -0.876 0.5 0.5 0.4
H -3.365 0.003 -1.471 -1.5 -0.1 0.6
H -1.884 -0.185 -1.597 1.8 -1.4 -1.7
H -0.408 2.664 -0.297 0.1 -0.9 1.4
H -2.171 1.887 -1.009 0.1 0.2 -1.2
H 3.497 -1.175 0.833 -0.3 2.3 1.8
H 2.921 -0.982 0.060 -0.7 0.5 -1.2
H 1.711 -2.306 -0.094 -0.4 2.0 1.9
H 2.345 1.790 0.587 -2.6 -2.9 -1.2
H -1.380 0.372 1.418 1.7 0.4 0.3

---

# 3
124
Properties=species:S:1:pos:R:3:forces:R:3 method="wB97M-V/def2-TZVPD" homo_lumo_gap_ev=7.676 total_charge=-1 homo_ev=-6.16 lumo_ha=0.0556
N 2.123 -5.934 0.638 0.4 0.6 0.2
Al 3.026 -4.466 1.304 -0.5 -0.2 -0.2
O 3.822 -3.428 0.079 -0.1 0.2 0.4
C 3.794 -2.104 0.471 -0.5 -1.9 -0.3
O 3.660 -1.333 -0.712 0.5 -0.1 0.2
B 4.467 -0.267 -0.890 -0.1 0.3 -0.5
O 5.370 0.198 0.061 0.1 0.0 -0.3
O 4.369 0.424 -2.100 0.2 0.3 0.6
C 2.549 -1.933 1.451 0.1 0.7 0.6
Cl 3.450 -1.579 3.140 0.1 0.3 -0.1
C 1.608 -0.681 1.233 -0.3 -0.7 0.1
F 2.194 0.247 0.422 0.1 0.7 -0.1
F 1.363 -0.007 2.374 -0.1 0.2 0.5
C 0.277 -1.087 0.648 -0.7 -0.1 -0.4
C 0.215 -2.035 -0.374 -0.7 0.0 -0.1
C -1.013 -2.413 -0.931 0.0 0.6 0.6
C -2.195 -1.834 -0.468 0.6 0.3 0.4
C -2.136 -0.884 0.556 1.0 -0.2 -0.4
C -3.396 -0.280 1.067 0.4 -0.3 -0.3
F -3.218 0.901 1.638 0.3 0.9 0.5
F -4.292 -0.089 0.089 -0.6 0.1 -0.8
F -4.005 -1.049 1.963 -0.4 -0.7 0.7
C -0.903 -0.500 1.108 -0.4 -0.6 -0.6
O 1.852 -3.030 1.595 0.3 -0.2 0.0
H 1.408 -5.694 -0.034 -0.2 -0.2 -0.1
H 1.692 -6.450 1.394 -0.1 -0.2 -0.1
H 3.823 -4.759 2.647 0.1 -0.1 -0.1
H 4.685 -1.914 1.054 0.3 0.8 -0.3
H 4.889 0.637 0.768 0.1 -0.1 0.4
H 3.449 0.662 -2.221 -0.2 -0.2 -0.5
H 1.113 -2.506 -0.732 0.2 0.0 -0.1
H -1.060 -3.146 -1.716 0.1 -0.1 -0.2
H -3.154 -2.095 -0.885 -0.1 -0.2 -0.1
H -0.900 0.245 1.882 0.2 0.1 0.2
C -7.300 0.251 -0.854 0.6 0.0 0.1
C -8.507 -0.671 -0.618 -0.1 0.4 0.2
C -9.158 -1.323 -1.838 0.0 -0.2 0.0
F -9.674 -0.402 -2.676 0.0 0.1 0.0
F -10.172 -2.118 -1.419 0.0 0.0 0.0
F -9.443 -0.031 0.115 0.0 0.0 -0.1
F -8.044 -1.711 0.132 0.1 -0.1 -0.1
O -7.531 1.648 -0.854 -0.6 -0.1 0.0
C -7.892 2.337 -1.977 0.4 -0.2 0.1
C -9.260 3.005 -1.816 -0.1 0.1 0.0
F -10.214 2.082 -1.586 0.0 -0.1 -0.1
F -9.563 3.654 -2.966 0.0 0.0 0.0
F -7.838 1.577 -3.087 -0.1 0.0 0.0
F -6.990 3.333 -2.138 0.0 0.1 -0.2
H -6.662 0.098 0.013 0.0 0.0 0.1
H -6.712 -0.064 -1.716 -0.2 0.0 -0.1
H -8.432 -1.939 -2.377 0.0 0.0 0.0
H -9.238 3.717 -0.990 0.0 0.0 0.0
C 6.734 3.319 -0.454 -0.5 -0.2 -0.4
C 6.753 3.296 1.083 0.4 -0.3 -0.3
C 6.636 4.628 1.824 -0.1 0.0 0.2
F 7.678 5.439 1.546 0.0 0.0 -0.1
F 6.637 4.392 3.157 0.0 0.0 -0.1
F 7.825 2.605 1.510 0.1 0.2 0.1
F 5.654 2.582 1.460 -0.3 0.2 0.2
O 7.983 3.222 -1.116 0.2 0.1 0.4
C 8.749 4.308 -1.411 -0.3 -0.1 -0.1
C 10.105 4.241 -0.704 0.2 0.0 0.0
F 9.945 4.211 0.631 0.0 0.1 0.0
F 10.819 5.349 -1.022 0.0 0.0 0.0
F 8.121 5.475 -1.169 0.0 0.0 0.1
F 9.012 4.270 -2.739 0.0 0.1 -0.1
H 6.221 2.398 -0.735 0.0 0.0 0.1
H 6.129 4.140 -0.841 0.1 0.2 0.1
H 5.703 5.134 1.560 0.0 0.0 0.0
H 10.650 3.352 -1.025 0.0 0.0 0.0
C -3.508 -6.006 -6.032 -0.1 -0.3 -0.5
C -4.230 -5.838 -4.686 0.4 -0.1 0.1
C -4.730 -4.440 -4.314 -0.2 0.1 0.1
F -3.711 -3.569 -4.189 0.0 0.0 0.0
F -5.371 -4.509 -3.123 0.0 0.0 0.0
F -3.476 -6.339 -3.689 0.0 0.1 0.0
F -5.359 -6.603 -4.772 -0.1 0.0 -0.1
O -2.096 -6.043 -6.025 0.0 0.2 0.5
C -1.344 -4.902 -6.108 -0.1 -0.1 -0.3
C -0.471 -4.711 -4.865 0.3 0.0 0.1
F -1.241 -4.636 -3.762 -0.1 0.1 0.0
F 0.218 -3.557 -4.991 0.0 0.0 0.0
F -2.097 -3.815 -6.359 0.0 0.0 0.1
F -0.501 -5.050 -7.153 0.0 0.0 -0.1
H -3.792 -7.001 -6.370 0.0 0.0 0.1
H -3.890 -5.309 -6.779 0.0 0.2 0.1
H -5.433 -4.071 -5.067 0.0 0.0 0.0
H 0.228 -5.542 -4.759 0.0 0.0 0.0
C 8.269 -2.423 4.082 -0.1 0.1 0.6
C 8.297 -3.736 3.282 -0.3 0.2 -0.3
C 9.660 -4.238 2.801 0.1 -0.2 0.0
F 10.232 -3.375 1.937 0.0 0.0 0.0
F 9.493 -5.419 2.160 0.0 0.0 0.0
F 7.439 -3.674 2.253 0.0 0.0 0.0
F 7.855 -4.704 4.140 0.1 0.0 0.1
O 7.906 -1.242 3.400 0.0 -0.2 -0.5
C 8.814 -0.465 2.737 -0.1 0.0 0.3
C 8.499 -0.395 1.240 -0.1 0.1 -0.1
F 8.536 -1.626 0.698 0.1 0.0 0.0
F 9.453 0.362 0.637 0.0 0.0 0.0
F 10.087 -0.860 2.961 0.0 -0.1 -0.1
F 8.706 0.791 3.227 0.1 0.0 0.0
H 7.463 -2.562 4.801 -0.1 0.0 0.0
H 9.182 -2.291 4.664 0.1 -0.1 -0.2
H 10.332 -4.397 3.649 0.0 0.0 0.0
H 7.515 0.046 1.071 0.0 0.0 0.0
C -6.374 5.496 2.037 0.6 0.0 -0.2
C -7.719 5.342 1.312 0.0 -0.3 0.4
C -8.599 6.582 1.156 -0.1 0.1 -0.1
F -8.992 7.064 2.350 0.0 0.0 0.0
F -9.709 6.233 0.459 0.0 0.0 0.0
F -8.431 4.339 1.866 0.0 0.1 0.0
F -7.417 4.968 0.035 0.1 0.1 -0.1
O -6.313 5.100 3.392 -0.6 0.0 0.0
C -6.612 5.954 4.417 0.3 0.0 -0.2
C -7.805 5.452 5.235 -0.1 -0.1 0.1
F -8.899 5.343 4.458 0.0 0.0 0.0
F -8.065 6.345 6.217 0.0 0.0 0.0
F -6.798 7.219 3.995 -0.1 0.0 0.0
F -5.553 5.966 5.255 0.1 0.1 0.1
H -5.711 4.795 1.532 0.0 0.0 0.0
H -5.946 6.487 1.883 -0.2 0.1 0.0
H -8.071 7.363 0.602 0.0 0.0 0.0
H -7.574 4.481 5.675 0.0 0.0 0.0

---

# 4
10
Properties=species:S:1:pos:R:3:forces:R:3 method="wB97M-V/def2-TZVPD" homo_lumo_gap_ev=5.622 e_above_lowest_kcal_mol=40.9 total_charge=-1 homo_ev=-1.16 lumo_ha=0.1641
O -0.021 1.264 1.669 -1.1 0.7 -0.1
H 0.195 0.864 0.801 -0.3 0.3 0.6
C -1.123 -0.612 -0.433 0.5 0.4 0.1
C 1.243 -0.265 -0.741 -2.4 -1.9 -1.7
N -0.010 -0.775 -1.061 3.2 0.8 -0.6
H -2.010 -1.080 -0.650 -1.9 -1.5 -1.8
H -1.230 -0.379 0.568 0.5 1.1 2.4
H -0.979 1.510 1.584 1.4 -0.5 -0.1
H 2.095 -0.626 -1.312 -0.2 0.1 0.0
H 1.449 0.289 0.129 0.5 0.5 1.2

---

# 5
80
Properties=species:S:1:pos:R:3:forces:R:3 method="wB97M-V/def2-TZVPD" homo_lumo_gap_ev="3.417 / 2.113" e_above_lowest_kcal_mol=29.3 total_charge=-2 homo_ev="0.84 / 1.93" lumo_ha="0.1565 / 0.1486"
Ba -0.666 0.842 -0.439 -0.5 0.6 1.8
N -1.417 -1.394 0.881 -1.2 1.7 -2.2
N -0.418 -2.570 -1.580 1.4 1.4 -0.2
C 2.117 0.800 -0.341 -0.6 0.2 0.4
C 2.124 -0.560 0.076 -0.1 0.7 1.2
C 1.638 -0.609 1.406 0.6 0.7 -0.3
C 1.671 -1.846 2.282 0.1 -1.3 1.9
H 1.599 -2.833 1.739 0.7 1.1 0.2
H 0.756 -2.014 3.002 2.5 -0.1 -1.3
H 2.468 -1.795 3.075 0.0 -0.3 -1.1
C 1.249 0.743 1.784 0.4 0.1 0.2
C 0.567 1.223 3.054 0.3 0.8 2.0
H 1.339 1.458 3.833 -0.3 1.1 -0.6
H -0.029 0.447 3.669 1.5 1.7 -1.1
H -0.257 2.001 2.972 1.4 -0.2 -0.3
C 1.586 1.608 0.726 0.0 -0.7 -0.7
C 1.094 3.039 0.570 0.9 0.6 0.3
H 0.212 3.340 1.197 0.8 -0.5 -0.3
H 0.867 3.379 -0.478 0.3 -0.4 0.7
H 1.974 3.607 0.923 -0.7 0.6 -0.3
C 2.712 -1.724 -0.646 0.6 -0.6 -0.3
H 3.796 -1.815 -0.408 -0.4 0.0 -0.1
H 2.637 -1.626 -1.743 0.0 0.0 0.3
H 2.244 -2.693 -0.375 0.1 0.7 -0.1
C 2.539 1.323 -1.663 0.8 0.4 -0.5
H 1.823 2.004 -2.191 0.3 -0.3 0.4
H 2.802 0.524 -2.385 -0.1 0.4 0.5
H 3.460 1.913 -1.473 -0.3 0.0 -0.6
C -2.155 -0.712 2.037 0.5 -0.9 -0.5
H -2.291 0.382 1.892 -1.3 -0.7 -0.2
C -2.726 -1.592 3.016 -3.1 -2.5 0.0
H -3.223 -1.063 3.822 -0.2 -0.9 0.0
C -2.310 -2.931 2.986 -2.7 1.6 0.6
H -2.682 -3.581 3.758 -0.1 -0.1 0.4
C -1.561 -3.521 1.976 1.4 -0.6 -2.4
H -1.389 -4.589 1.869 -0.2 0.0 0.5
C -1.154 -2.773 0.838 -0.7 0.7 -0.3
C -0.440 -3.231 -0.338 -1.1 -1.0 1.7
H -0.364 -4.313 -0.396 0.1 0.0 -0.3
C -0.195 -1.214 -1.675 -1.5 -2.0 -2.1
C -0.434 -3.167 -2.852 -0.4 2.2 0.7
H -0.508 -4.214 -2.917 -0.1 -0.9 -0.4
C -0.450 -2.136 -3.762 -0.1 -0.1 1.0
H -0.531 -2.097 -4.817 0.0 -0.2 -0.7
N -0.383 -0.955 -3.036 0.3 0.1 -0.2
C -0.594 0.397 -3.579 0.1 -0.5 -0.3
C 0.399 1.001 -4.382 -0.5 -0.2 0.4
C 0.170 2.286 -4.881 -0.2 -0.3 0.2
H 0.936 2.746 -5.504 -0.1 0.0 0.1
C -1.021 2.971 -4.627 0.1 0.0 -0.2
C -1.233 4.367 -5.136 -0.1 0.1 -0.3
H -1.112 5.111 -4.338 0.0 -0.1 0.1
H -2.242 4.503 -5.541 0.2 -0.1 0.1
H -0.519 4.621 -5.925 0.0 -0.1 0.1
C -2.020 2.340 -3.882 0.1 -0.4 0.4
H -2.979 2.834 -3.719 0.3 -0.1 0.0
C -1.831 1.056 -3.362 0.5 -0.5 -0.3
C -2.961 0.312 -2.699 -0.5 -0.1 0.3
H -3.409 -0.434 -3.378 0.3 0.2 0.2
H -3.764 1.002 -2.420 0.1 0.0 -0.1
H -2.678 -0.239 -1.784 -0.1 0.0 -0.5
C 1.636 0.242 -4.754 0.6 -0.1 -0.2
H 1.520 -0.249 -5.730 -0.1 0.1 0.1
H 1.909 -0.543 -4.039 -0.2 0.2 -0.1
H 2.493 0.916 -4.851 -0.1 0.0 0.0
S -0.578 -0.941 2.537 1.0 -1.1 1.7
C -0.340 -1.048 4.705 -1.0 -0.2 -3.6
N -1.489 -0.732 5.325 -0.6 0.6 1.8
C -1.578 -1.184 6.712 0.0 0.3 -1.4
C -0.267 -1.050 7.474 0.0 0.2 1.1
C 1.014 -1.286 6.688 -0.1 0.1 -1.4
N 0.879 -0.936 5.261 1.7 0.4 1.5
H -1.873 0.173 5.027 -0.2 -0.2 0.6
H -1.847 -2.228 6.581 -0.1 -0.4 0.5
H -2.402 -0.648 7.168 -0.1 0.0 0.5
H -0.271 -1.757 8.310 -0.1 0.0 0.2
H -0.223 -0.053 7.932 0.0 0.0 -0.2
H 1.335 -2.320 6.643 -0.2 -0.5 0.6
H 1.837 -0.708 7.106 0.0 0.0 0.1
H 1.339 -0.055 5.028 0.2 0.0 0.0